Entry 1:
Formula: C6H6N2O2
Source: OMol25
Level of theory: ωB97M-V with the def2-TZVPD basis set

XYZ file:
```
16
Properties=species:S:1:pos:R:3:forces:R:3
O -0.607879 1.686114 -2.835963 0.453 -1.351 0.821
C -0.422189 0.855448 -1.943918 -0.313 0.479 -1.975
C -0.149886 -0.632836 -2.212359 -1.496 0.496 0.856
C -0.361436 -1.490489 -1.163150 0.724 2.590 -1.390
N -0.633219 -0.985327 0.094804 -0.723 -0.483 1.419
C -0.702745 0.344206 0.456060 -0.765 2.809 -0.723
O -0.890916 0.718181 1.605879 -1.160 -0.283 -2.022
N -0.502712 1.290179 -0.632711 -1.085 -0.623 1.935
H -0.175134 -0.924091 -3.292784 0.560 0.184 1.354
H -0.184141 -2.527560 -1.195399 -0.266 -1.134 -0.220
H -1.036494 -1.586104 0.844769 0.731 0.487 -1.068
H -0.889301 2.289843 -0.486667 1.092 -2.363 -0.242
C 1.895105 0.597070 3.044800 5.379 1.772 3.739
C 1.268033 -0.022599 2.260977 -0.268 -1.073 -0.287
H 2.855000 0.907741 3.740529 -3.445 -0.691 -2.230
H 0.537914 -0.519774 1.715134 0.582 -0.815 0.032
```
Positions in Å, forces in eV/Å.

Orbital gap ... 0.3656 Ha
SMILES ... O=c1cc[nH]c(=O)[nH]1.C#C
Electronic energy ... -13391.267 eV
Energy relative to the best compared isomer or geometry (same formula, charge and spin) ... 324.1 kJ/mol
Highest occupied orbital energy ... -9.714 eV

Here are the Löwdin charges for atoms 1 to 5, given in e: 0.036 -0.450 0.038 -0.069 0.080

***

Entry 2:
Formula: C8H12N2
Source: OMol25
Level of theory: ωB97M-V with the def2-TZVPD basis set

XYZ file:
```
22
Properties=species:S:1:pos:R:3:forces:R:3
C 0.473660 -1.607618 -1.360790 2.255 -1.851 -1.246
C -0.445173 -0.858645 -0.757490 -1.226 -0.744 -1.301
C -1.852454 -1.207992 -0.984183 -1.260 -1.607 0.970
C -2.836274 -0.397977 -0.544257 0.220 -0.206 -0.121
C -2.408179 0.836408 0.154601 1.409 -2.766 -2.321
N -1.169564 1.161116 0.301235 -0.301 -0.047 0.925
N -0.196374 0.289092 -0.042743 -0.958 0.283 0.211
C 1.189747 0.580444 0.266512 0.786 2.129 -1.428
C 1.797484 -0.578871 1.105967 0.214 -0.836 0.422
C 1.341065 2.081730 0.747056 0.664 -1.466 1.570
H 1.571407 -1.454876 -1.280100 -1.167 0.086 -0.122
H 0.242023 -2.509657 -2.009894 -0.192 1.378 1.106
H -2.117375 -2.297164 -1.277805 0.743 2.168 -0.079
H -3.916579 -0.657829 -0.730275 1.303 0.456 0.532
H -3.190680 1.430718 0.415421 -1.462 2.351 1.093
H 1.655342 0.763841 -0.749461 0.080 -1.446 0.769
H 2.529062 -0.221289 1.863704 -0.430 -0.116 -0.616
H 1.053036 -1.253272 1.655130 0.524 1.471 -0.681
H 2.276779 -1.336603 0.445784 0.092 0.850 0.600
H 0.808022 2.083369 1.676861 -0.121 0.502 0.921
H 0.769126 2.769562 0.134279 0.446 -0.027 -0.456
H 2.425901 2.385514 0.970447 -1.617 -0.563 -0.745
```
Positions in Å, forces in eV/Å.

Orbital gap ... 0.2977 Ha
SMILES ... C=C1C=CC=NN1C(C)C
Electronic energy ... -11467.841 eV
Energy relative to the best compared isomer or geometry (same formula, charge and spin) ... 327.8 kJ/mol
Highest occupied orbital energy ... -7.339 eV

Here are the Löwdin charges for atoms 1 to 5, given in e: 0.005 -0.344 -0.046 -0.059 -0.124

***

Entry 3:
Formula: C41H35InN2O9PS2
Source: OMol25
Level of theory: ωB97M-V with the def2-TZVPD basis set

XYZ file:
```
91
Properties=species:S:1:pos:R:3:forces:R:3
In 0.073670 -0.264543 -0.639899 -0.012 -0.103 -0.068
O 0.399850 -0.248973 1.514606 -0.046 0.001 -0.028
S 0.968882 0.321621 2.799714 0.051 0.008 0.073
C 2.516624 -0.587747 2.981947 -0.004 -0.027 0.006
C 3.604469 0.000961 2.075090 0.015 0.015 0.009
C 4.456065 -1.057310 1.366775 0.012 0.041 -0.048
C 3.730437 -1.931384 0.351008 -0.051 -0.024 0.007
S 3.117950 -1.151486 -1.162609 -0.014 0.012 0.023
O 2.199310 -0.024378 -0.656471 0.075 0.052 -0.031
C 4.570186 -0.310256 -1.727975 0.010 -0.012 -0.008
C 5.486737 -1.057018 -2.455408 0.004 0.004 -0.005
C 6.646268 -0.440728 -2.899084 -0.008 -0.003 0.001
C 6.862135 0.904400 -2.631079 -0.005 0.005 0.011
C 5.922984 1.641650 -1.922094 0.017 -0.005 -0.013
C 4.764046 1.035505 -1.461416 -0.025 -0.004 0.022
C 0.018831 -0.470440 4.073990 -0.017 0.007 -0.034
C 0.113902 0.015138 5.371352 0.014 -0.004 0.002
C -0.637884 -0.594947 6.362392 -0.002 -0.002 -0.003
C -1.480619 -1.654133 6.042220 -0.006 0.002 -0.002
C -1.576163 -2.110817 4.735260 0.003 0.010 -0.002
C -0.818879 -1.518389 3.733518 -0.033 0.011 0.010
H 2.246799 -1.617540 2.735916 0.004 -0.002 0.008
H 2.786861 -0.556293 4.038100 -0.006 0.022 0.002
H 4.264109 0.625810 2.677752 0.010 -0.004 -0.004
H 3.154489 0.655108 1.328563 0.002 -0.011 0.005
H 4.895908 -1.730228 2.108058 -0.014 -0.009 0.000
H 5.296166 -0.564201 0.872728 -0.005 -0.002 0.015
H 2.834522 -2.411915 0.755206 0.007 0.001 0.011
H 4.379699 -2.732452 -0.010874 0.007 0.001 -0.017
H 5.293660 -2.097887 -2.686436 0.002 -0.008 -0.003
H 7.371252 -1.006184 -3.467790 0.003 -0.003 -0.002
H 7.762802 1.384107 -2.988988 0.006 0.005 -0.001
H 6.091503 2.692495 -1.730382 0.000 0.006 0.002
H 4.013168 1.595074 -0.920398 0.000 0.003 0.003
H 0.754536 0.858304 5.604033 0.003 0.005 0.002
H -0.576787 -0.237958 7.381415 0.001 0.003 0.005
H -2.074142 -2.117951 6.818473 -0.001 -0.006 0.006
H -2.242224 -2.923188 4.477875 -0.003 -0.012 0.007
H -0.902064 -1.849341 2.707462 0.001 -0.028 -0.035
O -0.353699 -1.720127 -4.517001 0.024 -0.022 -0.054
C -0.370109 -1.699099 -3.309727 -0.021 -0.031 -0.014
O 0.279507 -0.782570 -2.626177 -0.030 0.059 0.096
C -1.171031 -2.757659 -2.561085 0.032 0.018 0.011
C -1.808905 -3.674077 -3.385046 -0.049 -0.041 0.029
C -2.562395 -4.703153 -2.857444 0.021 0.067 -0.040
C -2.731046 -4.842728 -1.497817 -0.036 0.034 0.073
C -2.131607 -3.916776 -0.672272 -0.037 -0.025 -0.119
C -1.300235 -2.872669 -1.149054 0.024 -0.020 -0.093
O -0.678016 -2.122181 -0.274868 0.037 -0.008 0.097
N -2.411061 -4.062435 0.759521 0.009 0.038 0.060
O -2.594473 -5.185816 1.178896 0.058 -0.069 0.025
O -2.487140 -3.057361 1.442459 -0.029 0.073 0.003
N -3.211508 -5.663969 -3.757703 0.058 -0.013 0.017
O -3.861255 -6.553284 -3.247352 -0.046 -0.026 0.019
O -3.051875 -5.509115 -4.949119 -0.014 0.011 -0.055
H -1.694204 -3.571025 -4.454454 0.002 -0.004 0.003
H -3.329637 -5.642114 -1.086624 0.010 0.002 -0.008
C -5.698431 0.515428 -1.409243 0.006 -0.003 -0.001
C -4.640802 -0.242119 -1.889154 0.005 0.004 0.004
C -3.337945 0.143542 -1.614492 -0.005 -0.007 -0.002
C -3.094048 1.287139 -0.858190 -0.003 -0.010 -0.004
C -4.159552 2.050110 -0.381267 0.006 0.005 0.002
C -5.458607 1.659970 -0.658111 -0.003 -0.005 -0.002
P -1.387693 1.792911 -0.588888 -0.007 0.015 0.037
C -1.282747 2.539466 1.050711 -0.033 0.008 -0.013
C -1.982028 1.946160 2.103202 -0.006 0.006 0.017
C -1.855313 2.451322 3.386967 0.015 -0.008 -0.004
C -1.026490 3.540697 3.627098 -0.001 -0.002 -0.006
C -0.318417 4.120780 2.584931 -0.003 0.001 0.006
C -0.441715 3.621430 1.295559 0.013 0.016 -0.005
C -0.922642 3.003935 -1.831810 0.024 -0.014 -0.002
C -0.083208 2.616626 -2.874229 -0.016 0.017 -0.011
C 0.222614 3.524584 -3.879273 0.003 0.000 0.001
C -0.303956 4.805641 -3.840914 -0.002 -0.004 0.007
C -1.146505 5.190130 -2.802968 0.007 -0.001 -0.010
C -1.461753 4.291537 -1.800242 -0.006 0.001 0.005
H -6.715711 0.214300 -1.619788 -0.006 -0.003 -0.001
H -4.823970 -1.132115 -2.475846 -0.004 -0.005 -0.004
H -2.520588 -0.450732 -2.008461 0.000 0.011 -0.002
H -3.977368 2.937375 0.212743 -0.002 0.003 0.000
H -6.286856 2.247985 -0.286621 -0.002 0.002 0.001
H -2.626429 1.093655 1.922674 0.003 -0.006 -0.004
H -2.404350 1.992688 4.198860 0.000 -0.002 0.005
H -0.937570 3.940394 4.628676 0.003 0.001 0.006
H 0.324143 4.970937 2.770711 0.005 0.002 0.003
H 0.106237 4.083878 0.483719 0.000 -0.013 0.009
H 0.306980 1.605953 -2.934990 0.003 -0.008 0.002
H 0.863617 3.220859 -4.695491 0.005 0.002 -0.004
H -0.065508 5.509733 -4.626767 0.001 0.004 -0.005
H -1.560989 6.188834 -2.781437 -0.003 0.003 0.000
H -2.122772 4.590679 -0.995353 -0.002 -0.001 -0.003
```
Positions in Å, forces in eV/Å.

Charge ... +1
Orbital gap ... 0.3135 Ha
Electronic energy ... -100616.446 eV
Energy relative to the best compared isomer or geometry (same formula, charge and spin) ... 0.0 kJ/mol
Highest occupied orbital energy ... -10.973 eV

Here are the Löwdin charges for atoms 1 to 5, given in e: 0.733 -0.562 1.064 -0.287 -0.222

***

Entry 4:
Formula: C8H11NO2
Source: OMol25
Level of theory: ωB97M-V with the def2-TZVPD basis set

XYZ file:
```
22
Properties=species:S:1:pos:R:3:forces:R:3
C -2.741303 0.440738 -0.035253 -1.452 2.843 3.318
C -1.409830 1.056560 0.409136 0.444 -1.035 0.010
N -0.551441 -0.115458 0.169193 0.531 -0.167 -1.115
C 0.634462 -0.144834 -0.172417 2.859 1.628 0.365
C 1.614008 -1.327492 -0.451867 0.769 2.841 0.028
C 1.548927 -2.444755 0.558203 0.486 0.293 0.132
C 2.816356 -0.350540 -0.163775 0.955 0.361 0.212
O 4.002302 -0.506142 0.026642 -1.465 -0.211 -0.269
C 1.988174 0.934813 -0.064497 -1.709 -2.163 -0.815
C 2.196590 2.303777 -0.537535 -0.339 -1.454 0.947
O 2.217544 1.956066 0.843149 -0.830 0.247 0.334
H -2.808899 0.280301 -1.055619 0.227 -0.528 -1.955
H -3.026358 -0.408269 0.559884 0.250 -0.591 -0.034
H -3.509622 1.205194 0.224448 0.047 -0.362 -0.400
H -1.229587 1.135564 1.536795 -1.053 0.827 -1.471
H -1.283159 2.024239 -0.231057 0.620 -1.599 1.401
H 1.704648 -1.492324 -1.570563 -0.489 -0.665 1.280
H 1.663732 -2.122145 1.622312 -0.901 0.432 -0.834
H 2.513194 -2.934804 0.488856 -0.285 -1.254 -0.575
H 0.603231 -2.956260 0.355817 0.610 -0.678 0.510
H 3.085050 2.684618 -0.862371 2.667 0.353 -0.954
H 1.407874 2.821546 -0.969561 -1.940 0.882 -0.115
```
Positions in Å, forces in eV/Å.

Orbital gap ... 0.3358 Ha
SMILES ... CC/N=C1/[C@H](C)C(=O)[C@@]12CO2
Electronic energy ... -14054.973 eV
Energy relative to the best compared isomer or geometry (same formula, charge and spin) ... 493.1 kJ/mol
Highest occupied orbital energy ... -8.722 eV

Here are the Löwdin charges for atoms 1 to 5, given in e: -0.127 -0.240 0.054 -0.122 -0.215

***

For each record above, in turn, the calculated strongest force on any atom values are 6.79 3.88 0.13 4.60 eV Å⁻¹.